Here is C32H34BClF2O2S as an isolated structure from the Open Molecules 2025 dataset. Energies are from the ωB97M-V functional and the def2-TZVPD basis.

Output
- Energy relative to the best compared isomer or geometry (same formula, charge and spin): 19.0 kcal per mole
- Multiplicity: 1
- Total charge: 0
- Lowest unoccupied orbital energy: -0.048 Ha
- HOMO level: -5.8 eV
- Frontier orbital gap: 4.53 eV

Last column: Mulliken charge in e.
Positions of all 73 atoms, in Å:
C (-1.352, -1.625, -5.848)  -1.4868
C (-0.737, -1.546, -4.499)  0.6677
C (0.285, -0.639, -4.238)  0.2766
F (0.685, 0.154, -5.280)  -0.4023
C (0.909, -0.512, -3.016)  -0.6543
C (0.481, -1.308, -1.915)  -0.1208
C (0.954, -1.040, -0.579)  -0.5775
C (2.374, -0.761, -0.260)  3.9979
C (3.370, -1.402, -1.188)  -1.3389
C (4.604, -0.850, -1.371)  0.7094
F (5.521, -1.482, -2.181)  -0.4107
C (4.974, 0.369, -0.782)  0.5522
C (6.339, 0.891, -0.997)  -1.5388
C (4.008, 1.086, -0.039)  -0.3949
C (2.736, 0.626, 0.124)  -1.0871
C (-0.551, -2.232, -2.173)  -0.4662
C (-1.134, -2.341, -3.422)  -0.6102
H (-2.243, -2.245, -5.794)  0.3905
H (-1.633, -0.644, -6.234)  0.3232
H (-0.673, -2.098, -6.560)  0.3013
H (1.705, 0.222, -2.886)  0.5206
H (0.210, -0.489, 0.055)  -0.5656
H (3.105, -2.372, -1.622)  0.4696
H (6.504, 1.762, -0.354)  0.3968
H (7.110, 0.153, -0.738)  0.3171
H (6.483, 1.184, -2.048)  0.2769
H (4.315, 2.046, 0.405)  0.2988
H (1.977, 1.209, 0.644)  -0.0619
H (-0.871, -2.862, -1.341)  0.5325
H (-1.940, -3.054, -3.586)  0.3388
C (1.142, -1.746, 4.890)  -1.3159
C (1.660, -1.815, 3.501)  0.4748
C (2.760, -2.525, 3.052)  -0.9006
C (2.988, -2.373, 1.650)  -0.6550
C (2.052, -1.547, 1.014)  -0.6149
B (-2.376, 0.773, 0.863)  1.1474
C (-2.934, -0.549, 0.292)  0.5540
C (-2.710, -1.760, 0.973)  -0.3527
C (-3.324, -2.929, 0.517)  -0.8536
C (-4.150, -2.883, -0.614)  0.4309
Cl (-4.902, -4.317, -1.183)  -0.2349
C (-4.353, -1.681, -1.310)  -0.9065
C (-3.710, -0.516, -0.873)  -0.4466
O (-2.828, 1.261, 2.074)  -0.6906
C (-2.529, 2.668, 2.018)  1.7373
C (-3.762, 3.380, 1.452)  -1.8387
C (-2.296, 3.144, 3.435)  -1.8144
C (-1.283, 2.749, 1.027)  1.6756
C (-1.229, 3.959, 0.114)  -1.8982
C (0.047, 2.674, 1.764)  -2.0273
O (-1.454, 1.560, 0.196)  -0.4928
S (0.887, -0.971, 2.219)  0.2816
H (1.961, -1.927, 5.589)  0.3877
H (0.697, -0.757, 5.068)  0.3300
H (0.377, -2.518, 5.051)  0.2467
H (3.378, -3.088, 3.750)  0.4237
H (3.837, -2.786, 1.119)  0.5078
H (-2.058, -1.775, 1.849)  0.3089
H (-3.173, -3.884, 1.029)  0.4079
H (-4.991, -1.660, -2.191)  0.4077
H (-3.821, 0.417, -1.422)  0.3602
H (-3.661, 4.473, 1.530)  0.3696
H (-3.935, 3.121, 0.398)  0.3193
H (-4.647, 3.055, 2.021)  0.4544
H (-2.158, 4.233, 3.450)  0.3442
H (-3.166, 2.890, 4.052)  0.4606
H (-1.422, 2.665, 3.888)  0.3435
H (-1.160, 4.878, 0.710)  0.3653
H (-0.337, 3.901, -0.519)  0.4673
H (-2.102, 4.016, -0.539)  0.3559
H (0.166, 3.535, 2.437)  0.4583
H (0.140, 1.747, 2.342)  0.1894
H (0.865, 2.707, 1.037)  0.5787

---

Here is C32H34Cl2N4OS2W as an isolated structure from the Open Molecules 2025 dataset. Energies are from the ωB97M-V functional and the def2-TZVPD basis.

Output
- Energy relative to the best compared isomer or geometry (same formula, charge and spin): 0.4 kcal per mole
- Multiplicity: 3
- Total charge: +2
- Lowest unoccupied orbital energy (alpha / beta): -0.262 / -0.266 Ha
- HOMO level (alpha / beta): -13.8 / -13.9 eV
- <S²>: 2.019
- Frontier orbital gap (alpha / beta): 6.67 / 6.69 eV

Last column: Mulliken charge in e.
Positions of all 76 atoms, in Å:
W (0.622, 1.542, 1.620)  0.6020
Cl (2.794, 2.620, 2.334)  -0.2033
C (2.795, 2.507, 4.100)  1.0560
C (3.830, 3.113, 4.776)  -0.8964
C (3.828, 3.022, 6.161)  -0.3939
C (2.817, 2.343, 6.820)  -0.7124
C (1.793, 1.740, 6.103)  0.1754
Cl (0.551, 0.899, 6.946)  -0.1747
C (1.764, 1.812, 4.709)  0.1988
S (0.463, 0.999, 3.821)  -0.1556
H (4.611, 3.640, 4.246)  0.4695
H (4.622, 3.488, 6.727)  0.4173
H (2.812, 2.272, 7.899)  0.4493
C (-4.758, 1.488, -0.875)  -1.4137
C (-3.321, 1.076, -1.209)  -1.3720
C (-2.879, -0.199, -0.515)  0.9259
C (-3.475, -1.379, -0.964)  -0.4899
C (-3.143, -2.607, -0.432)  -1.5248
C (-2.146, -2.689, 0.529)  -0.6172
C (-1.506, -1.550, 0.998)  1.2567
C (-0.418, -1.666, 2.037)  0.8859
C (0.221, -3.040, 2.188)  -1.8146
C (-1.920, -0.302, 0.506)  -0.8373
N (-1.342, 0.913, 1.044)  0.4664
C (-2.177, 1.901, 1.280)  -0.5838
C (-1.650, 3.189, 1.488)  0.0732
C (-2.182, 4.424, 1.783)  -0.7678
C (-1.098, 5.332, 1.848)  -0.8038
C (0.050, 4.622, 1.612)  -0.2642
N (-0.255, 3.299, 1.374)  0.0797
H (-5.027, 2.396, -1.412)  0.4507
H (-4.919, 1.663, 0.190)  0.3499
H (-5.458, 0.707, -1.171)  0.3809
H (-2.634, 1.907, -1.029)  0.6100
H (-3.266, 0.897, -2.284)  0.4789
H (-4.216, -1.314, -1.752)  0.5124
H (-3.636, -3.504, -0.782)  0.4417
H (-1.868, -3.657, 0.922)  0.4037
H (-0.798, -1.339, 3.008)  0.4282
H (0.390, -0.963, 1.782)  -0.3085
H (-0.479, -3.767, 2.597)  0.4501
H (1.064, -2.984, 2.876)  0.4372
H (0.585, -3.420, 1.231)  0.3429
H (-3.246, 1.725, 1.302)  0.8326
H (-3.226, 4.650, 1.930)  0.5272
H (-1.158, 6.390, 2.041)  0.4728
H (1.069, 4.972, 1.584)  0.5544
C (4.395, -1.255, -3.624)  -1.0973
C (3.866, -2.374, -2.736)  -0.5939
C (3.115, -1.863, -1.516)  -0.6959
N (1.894, -1.158, -1.950)  0.1403
C (1.308, -0.131, -1.402)  0.6051
S (2.110, 0.668, -0.053)  -0.5835
N (0.166, 0.396, -1.879)  0.1339
C (-0.549, 0.151, -3.118)  -0.2042
O (-1.038, 1.117, -3.629)  -0.5549
C (-0.642, -1.226, -3.636)  0.3971
C (-0.710, -1.395, -5.020)  -0.6352
C (-0.850, -2.669, -5.544)  -0.6970
C (-0.948, -3.762, -4.693)  -0.6631
C (-0.909, -3.591, -3.313)  -1.2460
C (-0.751, -2.323, -2.780)  0.4324
H (4.939, -1.663, -4.473)  0.3744
H (5.078, -0.607, -3.072)  0.2954
H (3.591, -0.633, -4.024)  0.2662
H (4.690, -2.989, -2.371)  0.4177
H (3.216, -3.048, -3.304)  0.3693
H (3.730, -1.172, -0.944)  0.4590
H (2.815, -2.684, -0.862)  0.2015
H (1.432, -1.565, -2.760)  0.2534
H (-0.055, 1.321, -1.532)  0.3004
H (-0.652, -0.528, -5.665)  0.5321
H (-0.891, -2.809, -6.615)  0.4590
H (-1.066, -4.755, -5.106)  0.4629
H (-1.015, -4.445, -2.657)  0.5462
H (-0.752, -2.178, -1.706)  0.9293

---

Here is C32H34CoN5O4P2SSe3 as an isolated structure from the Open Molecules 2025 dataset. Energies are from the ωB97M-V functional and the def2-TZVPD basis.

Output
- Energy relative to the best compared isomer or geometry (same formula, charge and spin): 12.1 kcal per mole
- Multiplicity: 4
- Total charge: -1
- Lowest unoccupied orbital energy (alpha / beta): 0.077 / 0.077 Ha
- HOMO level (alpha / beta): -5.4 / -5.5 eV
- <S²>: 3.759
- Frontier orbital gap (alpha / beta): 7.51 / 7.57 eV

Last column: Mulliken charge in e.
Positions of all 82 atoms, in Å:
Co (-2.492, 1.506, -0.791)  0.7165
C (-5.374, 0.118, -0.979)  -1.0079
C (-4.570, -0.721, 0.020)  -0.7625
N (-3.574, 0.079, 0.732)  0.2820
C (-4.022, 0.796, 1.927)  -0.8556
C (-4.827, 2.057, 1.637)  -0.6736
S (-4.024, 3.201, 0.464)  -0.1109
C (-5.319, 3.320, -0.807)  -0.6590
C (-5.205, 2.344, -1.993)  -0.3245
N (-4.526, 1.089, -1.660)  0.1749
H (-6.172, 0.649, -0.458)  0.4576
H (-5.862, -0.553, -1.692)  0.3843
H (-4.028, -1.493, -0.529)  0.3426
H (-5.257, -1.219, 0.718)  0.3152
H (-2.804, -0.520, 1.001)  -0.0564
H (-3.127, 1.091, 2.470)  0.3522
H (-4.622, 0.149, 2.582)  0.4233
H (-4.964, 2.591, 2.577)  0.5526
H (-5.815, 1.828, 1.243)  0.3026
H (-5.258, 4.338, -1.189)  0.4980
H (-6.267, 3.231, -0.275)  0.4060
H (-4.658, 2.830, -2.794)  -0.0547
H (-6.216, 2.154, -2.374)  0.4459
H (-4.130, 0.738, -2.544)  0.2066
Se (2.852, 1.454, 4.348)  -0.4062
P (2.446, 0.484, 2.524)  0.0092
C (2.522, -1.314, 2.747)  0.4044
C (1.346, -2.041, 2.902)  -0.2735
C (1.397, -3.378, 3.274)  -0.3884
C (2.621, -3.996, 3.482)  -0.6413
C (3.799, -3.273, 3.327)  -0.8672
C (3.751, -1.934, 2.975)  -0.2204
C (3.641, 0.952, 1.238)  0.8723
C (4.405, 0.054, 0.507)  0.2444
C (5.308, 0.512, -0.447)  -0.9231
C (5.448, 1.872, -0.670)  -0.4939
C (4.686, 2.778, 0.060)  -0.8231
C (3.792, 2.323, 1.014)  -0.5543
C (0.838, 0.866, 1.805)  0.9862
C (0.158, 0.554, 0.629)  -1.0882
N (-0.961, 1.301, 0.639)  1.3713
N (-1.000, 1.999, 1.769)  -0.7640
N (0.066, 1.739, 2.492)  -0.8548
P (0.377, -0.542, -0.782)  1.5641
Se (-1.298, -0.455, -2.115)  -0.3577
C (0.690, -2.208, -0.131)  0.3141
C (1.949, -2.789, -0.063)  0.3035
C (2.095, -4.099, 0.377)  -0.8781
C (0.982, -4.834, 0.754)  -0.7633
C (-0.282, -4.259, 0.692)  -0.8157
C (-0.428, -2.958, 0.239)  -0.6192
C (1.827, 0.012, -1.700)  0.2746
C (2.059, 1.384, -1.763)  -0.2999
C (2.980, 1.889, -2.667)  -0.8498
C (3.670, 1.030, -3.510)  -0.5886
C (3.435, -0.337, -3.456)  -0.9289
C (2.507, -0.847, -2.561)  -0.2137
H (0.392, -1.554, 2.740)  0.3287
H (0.478, -3.937, 3.399)  0.4513
H (2.660, -5.041, 3.766)  0.4168
H (4.755, -3.750, 3.503)  0.4185
H (4.664, -1.355, 2.913)  0.5352
H (4.308, -1.007, 0.684)  0.1209
H (5.896, -0.196, -1.018)  0.3755
H (6.146, 2.227, -1.419)  0.4095
H (4.790, 3.841, -0.116)  0.4107
H (3.209, 3.024, 1.599)  0.4147
H (2.818, -2.220, -0.356)  0.1615
H (3.083, -4.542, 0.427)  0.3808
H (1.097, -5.858, 1.089)  0.3958
H (-1.154, -4.832, 0.980)  0.4491
H (-1.415, -2.520, 0.132)  0.2660
H (1.492, 2.061, -1.133)  0.4246
H (3.135, 2.958, -2.730)  0.5161
H (4.375, 1.429, -4.228)  0.4570
H (3.955, -1.006, -4.129)  0.4335
H (2.282, -1.907, -2.568)  0.5602
O (-2.111, 2.804, -2.164)  -0.7458
Se (-2.291, 2.540, -3.837)  1.0275
O (-3.354, 3.666, -4.342)  -0.7955
O (-2.957, 1.025, -3.904)  -0.8218
O (-0.817, 2.611, -4.504)  -0.6774

---

- Look up the energy relative to the best compared isomer or geometry (same formula, charge and spin) of the third one.
  12.1 kcal per mole